C12H15BrN6O4S | ωB97M-V/def2-TZVPD

Atoms and positions in Å:
Br 0.08205 -0.86590 -0.04631
C 2.04512 -0.80628 -0.01305
C 2.56244 0.43604 -0.72113
C 2.51409 1.69684 0.15696
C 1.18714 2.39502 0.07206
N 0.73832 2.70989 -1.14180
N -0.44497 3.26937 -1.22392
C -1.08514 3.51091 -0.08211
C -2.43895 4.15848 -0.17475
C -3.40228 3.73439 0.92896
S -3.52689 1.94849 1.18262
C -4.69272 1.52572 -0.03255
N -5.92680 1.87395 -0.15280
N -6.40762 1.23620 -1.27281
C -5.43284 0.54405 -1.74267
O -4.31136 0.67432 -1.01998
N -0.61787 3.24130 1.13241
N 0.55072 2.64937 1.21485
H 2.36641 -1.70337 -0.51956
H 2.34675 -0.84231 1.02863
H 1.95164 0.57324 -1.61359
H 3.57472 0.24712 -1.08093
H 2.70902 1.42975 1.19293
H 3.28175 2.38722 -0.19495
H -2.25808 5.23140 -0.04341
H -2.84403 4.02061 -1.17366
H -3.10785 4.15306 1.88786
H -4.38870 4.13816 0.70584
H -5.47864 -0.07657 -2.61913
C 2.69617 -5.74836 1.37225
C 2.87976 -6.09608 -0.09195
O 3.15918 -4.81755 -0.67201
C 3.65075 -4.01113 0.29501
O 4.12303 -2.93778 0.10078
O 3.51947 -4.58489 1.51114
H 3.02929 -6.53032 2.04879
H 1.66647 -5.47891 1.61174
H 3.73469 -6.75222 -0.26231
H 1.99573 -6.53321 -0.54744

## Properties
- DFT total energy: -110692.948 eV
- Total charge: 0
- SMILES: BrCCCc1nnc(CCSc2nnco2)nn1.O=C1OCCO1


C17H20N3RuS3Si | ωB97M-V/def2-TZVPD

Atoms and positions in Å:
Ru -0.99073 0.33819 -0.85873
C 3.85442 -1.62135 1.36030
Si 3.41397 -0.06210 2.27977
C 4.02991 -0.12493 4.03773
C 4.04471 1.45927 1.40656
C 1.50863 0.05602 2.36607
C 0.81520 0.03342 3.58158
C -0.56999 0.09545 3.63718
C -1.27757 0.19757 2.45357
N -0.64431 0.24367 1.28405
C 0.69661 0.15802 1.24797
S 1.16814 0.17916 -0.47344
H 4.94002 -1.73374 1.31695
H 3.48469 -1.61305 0.33339
H 3.44812 -2.50331 1.85895
H 5.12056 -0.17991 4.03708
H 3.66312 -1.00379 4.57192
H 3.75136 0.76610 4.60423
H 5.13610 1.44056 1.36758
H 3.74659 2.36912 1.93107
H 3.68390 1.52685 0.37858
H 1.37214 -0.04382 4.50740
H -1.09783 0.06257 4.57928
H -2.35950 0.23836 2.42789
S -0.84767 0.33507 -3.17240
C -1.54125 -1.19790 -3.60094
C -1.61448 -1.61532 -4.93800
C -2.15448 -2.84295 -5.24355
C -2.63262 -3.69270 -4.23555
C -2.56791 -3.30223 -2.92078
C -2.02373 -2.04790 -2.60541
S -1.95107 -1.54765 -0.94308
H -1.24024 -0.96806 -5.72030
H -2.20541 -3.15720 -6.27740
H -3.04979 -4.65660 -4.49163
H -2.93064 -3.94777 -2.13068
N -2.69223 2.55285 -1.91275
C -3.35334 3.66554 -1.60496
C -3.25051 3.85087 -0.23647
C -2.49616 2.77920 0.21501
N -2.15480 1.98540 -0.81044
H -2.55100 2.08462 -2.80162
H -3.84852 4.24856 -2.36321
H -3.66456 4.65429 0.34518
H -2.16783 2.54156 1.21205

## Properties
- DFT total energy: -65386.083 eV
- Total charge: +1
- Relative energy (zero: lowest compared OMol25 entry of this formula, charge and spin): 0.2 kcal/mol


C5H8HgO3 | ωB97M-V/def2-TZVPD

Atoms and positions in Å:
O 0.31195 0.54839 -2.51767
C -0.77328 1.00435 -2.89380
C -1.28373 2.34288 -2.47036
H -1.55549 0.29572 -3.24115
H -1.60910 2.89728 -3.36442
H -2.17231 2.19559 -1.83781
H -0.51969 2.91724 -1.93244
O 1.18570 -1.16888 0.42673
O -1.04591 -1.08586 0.42932
C 1.25707 -1.86750 1.74623
C 1.21580 -0.78725 2.82448
C 0.02597 -0.81997 -0.17216
H 2.29279 -2.25358 1.71614
H 1.51771 -1.21886 3.79360
H 1.88725 0.07851 2.62779
H 0.20456 -0.36423 2.96411
Hg -0.93928 -2.71385 1.90143

## Properties
- DFT total energy: -15628.354 eV
- Spin multiplicity: 2
- Total charge: -1
- <S²>: 0.764


C32H54N7O5 | ωB97M-V/def2-TZVPD

Atoms and positions in Å:
C -4.67194 -2.76682 1.90678
C -3.86343 -1.82167 2.88103
N -3.99365 -0.36690 2.56074
C -2.71899 0.23525 2.26307
C -2.15086 1.26226 3.12494
N -0.93241 1.84520 2.84217
C -0.16051 1.54600 1.72428
O 0.98100 2.25878 1.60315
C 2.11129 1.46741 1.14440
C 3.38836 1.58899 2.10665
N 3.99101 0.23288 2.18085
C 3.60988 -0.46839 3.42382
C 3.67541 -2.04038 3.31267
C 2.62278 -2.67127 2.30491
O 3.34014 -2.56287 4.63037
C -0.67967 0.54869 0.79770
C -1.94467 -0.14138 1.05397
C -2.38829 -1.22912 0.02377
O -1.98294 -2.34332 0.22227
O -3.19496 -0.86542 -1.01532
C -2.78500 -1.45652 -2.26038
C -1.38837 -0.69044 -2.73664
C -0.03472 -1.39946 -2.20457
O -0.53826 -1.44868 -3.66070
H -5.27293 -2.14879 1.16208
H -5.35131 -3.45364 2.48297
H -4.01493 -3.43511 1.28353
H -4.17636 -2.05159 3.93967
H -2.76845 -2.10173 2.82256
H -4.65935 -0.21182 1.80103
H -2.71958 1.57611 4.03086
H -0.60170 2.56418 3.49436
H 2.44283 1.92984 0.16901
H 1.91920 0.37178 1.04356
H 3.07338 1.94562 3.12569
H 4.16004 2.25920 1.63042
H 4.99923 0.26912 2.04985
H 2.55896 -0.21230 3.75660
H 4.36424 -0.18209 4.22335
H 4.70439 -2.40140 3.05886
H 1.98151 -3.41256 2.86513
H 3.17869 -3.28265 1.54266
H 1.93011 -1.91429 1.84828
H 3.11441 -1.79906 5.18577
H -0.07790 0.32423 -0.11780
H -2.51289 -2.53668 -2.21008
H -3.46635 -1.19123 -3.10674
H -1.40016 0.46516 -2.78769
H -0.11145 -2.36853 -1.66759
H 0.84507 -0.71145 -2.15373
C 3.77036 -7.49716 1.19889
C 4.95365 -7.59187 2.15607
C 5.28622 -6.25569 2.82617
C 5.64255 -5.24314 1.79632
N 5.92734 -4.45817 0.99146
H 3.97716 -6.81663 0.36993
H 3.55155 -8.47561 0.76797
H 2.87397 -7.14588 1.71727
H 5.82578 -7.95719 1.60739
H 4.72818 -8.33043 2.92908
H 6.12856 -6.37716 3.50965
H 4.43177 -5.89214 3.40208
C -2.89511 2.98748 -5.77026
C -1.63111 3.81274 -5.55111
C -0.55554 3.05907 -4.76363
C -1.07285 2.69533 -3.41997
N -1.47504 2.41499 -2.37762
H -3.37642 2.72961 -4.82361
H -3.62000 3.55231 -6.35879
H -2.67073 2.06112 -6.30576
H -1.89548 4.73426 -5.02579
H -1.22252 4.10227 -6.52183
H 0.33113 3.68478 -4.64470
H -0.26058 2.14860 -5.29192
C -5.88819 2.33018 0.38405
C -5.90056 1.96300 -1.09615
C -7.16030 1.19589 -1.50983
C -7.25500 -0.07839 -0.74790
N -7.32352 -1.06434 -0.15915
H -5.89148 1.44129 1.01960
H -4.98802 2.89928 0.62621
H -6.75616 2.94075 0.64437
H -5.01282 1.36448 -1.32136
H -5.83015 2.87748 -1.68979
H -7.12870 0.96864 -2.57688
H -8.05437 1.79282 -1.31736
C 4.10266 5.26159 -0.52437
C 4.54131 4.31244 -1.63507
C 4.18926 4.82743 -3.03353
C 2.71635 4.99130 -3.16140
N 1.57718 5.11636 -3.25926
H 3.01751 5.38664 -0.50721
H 4.39933 4.86867 0.45039
H 4.56014 6.24623 -0.64677
H 4.07491 3.33594 -1.47300
H 5.62224 4.16631 -1.57227
H 4.53420 4.12237 -3.79200
H 4.67148 5.78906 -3.22117

## Properties
- DFT total energy: -54716.589 eV
- Total charge: +1
- Relative energy (zero: lowest compared OMol25 entry of this formula, charge and spin): 0.0 kcal/mol


C39H47N7O4ReS2 | ωB97M-V/def2-TZVPD

Atoms and positions in Å:
Re 0.75399 0.44737 0.91778
C -2.88956 5.54778 2.20322
C -1.41843 5.43045 2.57854
N -1.08305 4.04072 2.95292
C -1.01598 3.77657 4.39653
C 0.28696 4.29694 4.98998
C -0.86377 3.14308 2.01367
S -0.73859 1.45443 2.50970
N -0.87119 3.58176 0.75134
C -0.34126 3.02919 -0.29776
O 0.41069 1.96732 -0.30134
C -0.55715 3.65307 -1.61329
C 0.18902 3.22284 -2.71316
C -0.01415 3.80456 -3.95243
C -0.96730 4.80396 -4.10087
C -1.71218 5.23236 -3.00880
C -1.50473 4.66508 -1.76471
H -3.12018 6.58204 1.95173
H -3.53100 5.24854 3.03253
H -3.11984 4.92026 1.34282
H -1.19843 6.05285 3.44229
H -0.78073 5.74192 1.75696
H -1.09861 2.70996 4.57077
H -1.87909 4.25826 4.85755
H 1.14067 3.78729 4.54201
H 0.29502 4.10993 6.06268
H 0.40407 5.36866 4.83577
H 0.93871 2.45254 -2.58385
H 0.57346 3.48726 -4.80330
H -1.12698 5.25498 -5.07116
H -2.45047 6.01296 -3.13037
H -2.06974 4.99367 -0.90349
C -0.14197 -3.84494 3.99107
C 0.72157 -2.61177 4.31468
C 0.89264 -1.75955 3.15703
N 0.97780 -1.08218 2.23314
H -0.35691 -4.36764 4.91999
H 0.38813 -4.52664 3.32860
H -1.09137 -3.56793 3.53247
H 1.70621 -2.89834 4.68760
H 0.24707 -1.99432 5.08231
O 3.97472 0.07940 1.71826
C 3.52422 1.21160 1.61839
O 2.23507 1.46563 1.79466
C 4.36606 2.37606 1.26470
C 5.74325 2.31475 1.45255
C 6.53586 3.37761 1.05495
C 5.96046 4.48639 0.44738
C 4.58646 4.54600 0.25194
C 3.78677 3.49536 0.66967
H 6.17740 1.44056 1.91877
H 7.60515 3.34351 1.21318
H 6.58522 5.30911 0.12606
H 4.14072 5.41060 -0.22138
H 2.71331 3.53280 0.53438
N 3.70504 -2.00710 0.00605
C 2.96376 -1.67524 -1.03476
S 2.14649 -0.14703 -1.09864
N 2.85196 -2.51696 -2.06159
C 1.91371 -2.42800 -3.14571
C 0.98642 -3.45169 -3.28284
C 0.07011 -3.41356 -4.32298
C 0.08248 -2.35256 -5.21800
C 1.02330 -1.34103 -5.08052
C 1.94958 -1.37746 -4.04864
H 3.90744 -1.29173 0.71592
H 4.24991 -2.85649 0.00887
H 3.37090 -3.38378 -2.00964
H 0.99465 -4.28064 -2.58416
H -0.64556 -4.21685 -4.43983
H -0.62310 -2.32622 -6.03752
H 1.05616 -0.53099 -5.79654
H 2.70119 -0.60542 -3.95597
C -3.13832 -5.79807 -2.56892
C -2.15915 -5.35125 -1.49269
N -2.80213 -4.99271 -0.23105
C -3.46454 -6.07182 0.51626
C -4.98183 -5.96160 0.45973
C -2.63723 -3.81814 0.40873
O -2.92129 -3.63393 1.58406
C -2.10269 -2.63239 -0.36087
C -2.46405 -2.27371 -1.65161
C -1.98386 -1.07928 -2.16839
C -1.14049 -0.30068 -1.40512
N -0.79687 -0.63530 -0.14633
C -1.30697 -1.76656 0.35992
H -2.59411 -6.06203 -3.47620
H -3.85614 -5.01298 -2.81149
H -3.69678 -6.67837 -2.25345
H -1.57179 -4.50489 -1.84508
H -1.45483 -6.16358 -1.28713
H -3.13468 -6.01350 1.55230
H -3.12181 -7.01775 0.09731
H -5.30750 -5.02321 0.90797
H -5.43431 -6.77874 1.02048
H -5.34758 -6.00491 -0.56587
H -3.11172 -2.91071 -2.24022
H -2.25365 -0.75004 -3.16143
H -0.72917 0.61407 -1.80515
H -1.10903 -1.98977 1.39607

## Properties
- DFT total energy: -83618.475 eV
- Spin multiplicity: 4
- Total charge: +2
- Relative energy (zero: lowest compared OMol25 entry of this formula, charge and spin): 7.0 kcal/mol
- <S²>: 3.773


C33H34CrF3N5O3PS | ωB97M-V/def2-TZVPD

Atoms and positions in Å:
Cr 0.48188 -0.82242 -0.36618
F 2.70962 0.17193 -5.22451
C 2.40212 1.35588 -4.66566
F 2.28091 2.24133 -5.67408
F 3.46519 1.73929 -3.93835
C 1.15008 1.28762 -3.84388
C 0.00372 1.94454 -4.24553
C -1.16056 1.83863 -3.49496
C -1.11344 1.11635 -2.32012
N 0.00338 0.50973 -1.91506
C 1.10932 0.51164 -2.67457
S 2.30334 -0.57108 -2.04230
H 0.01656 2.53131 -5.15434
H -2.07340 2.32656 -3.80188
H -1.96820 1.01048 -1.66844
C -3.21291 6.01844 2.36701
C -1.86257 5.97025 2.67447
C -1.06042 4.95935 2.15857
C -1.59680 3.98718 1.31960
C -2.95512 4.05987 1.00178
C -3.75975 5.05628 1.52733
P -0.65181 2.63105 0.52675
C 1.05565 2.92621 1.11609
C 1.45623 2.76591 2.44160
C 2.77498 2.97573 2.80821
C 3.71898 3.32803 1.84873
C 3.33556 3.47907 0.52539
C 2.00657 3.28460 0.16453
C -1.17092 1.16414 1.50388
C -1.88846 1.31430 2.69362
C -2.31601 0.21302 3.41643
C -2.03328 -1.05753 2.94528
C -1.31478 -1.21879 1.76991
C -0.85562 -0.12622 1.02159
H -3.83674 6.80422 2.77323
H -1.42674 6.72083 3.32194
H -0.00863 4.93804 2.41171
H -3.38816 3.31862 0.33781
H -4.81233 5.08919 1.27541
H 0.73048 2.45427 3.18503
H 3.07396 2.85289 3.84222
H 4.75237 3.47987 2.13444
H 4.06554 3.74468 -0.22875
H 1.70656 3.39130 -0.87253
H -2.12307 2.30628 3.05673
H -2.87204 0.35034 4.33527
H -2.37324 -1.93088 3.48937
H -1.10765 -2.23099 1.43776
C 2.24596 -0.75306 3.09164
C 2.67122 -0.88525 1.63520
C 4.15458 -0.63012 1.43958
O 1.90656 0.08032 0.86539
C 2.30044 -2.29645 1.14474
O 2.91192 -3.26710 1.52204
O 1.24652 -2.35296 0.35472
H 2.60902 0.19270 3.49305
H 2.66198 -1.57656 3.67088
H 1.15812 -0.77471 3.16786
H 4.42283 0.33710 1.86897
H 4.41306 -0.63550 0.37844
H 4.72158 -1.41509 1.93584
H 2.50612 0.60116 0.31254
C -3.33989 -6.06745 -1.78380
C -1.91095 -6.25410 -2.28300
C -0.93447 -6.44669 -1.12715
C -1.46685 -5.11716 -3.20907
N -1.37097 -3.83288 -2.52581
C -0.32531 -3.26434 -1.92759
N -0.73930 -2.13135 -1.40693
N -2.04571 -2.01217 -1.70399
N -2.43498 -3.03104 -2.36694
H -3.63573 -6.91684 -1.16764
H -4.04657 -5.98394 -2.61057
H -3.43284 -5.16733 -1.17553
H -1.87975 -7.14875 -2.91350
H -0.95646 -5.59727 -0.44058
H 0.09245 -6.57207 -1.47694
H -1.19902 -7.33251 -0.55046
H -2.15849 -4.97471 -4.03793
H -0.47673 -5.32125 -3.61662
H 0.67130 -3.66395 -1.85741

## Properties
- DFT total energy: -105064.890 eV
- Spin multiplicity: 2
- Total charge: 0
- Relative energy (zero: lowest compared OMol25 entry of this formula, charge and spin): 0.0 kcal/mol
- <S²>: 0.762


C11H60CdF6N2O26S2 | ωB97M-V/def2-TZVPD

Atoms and positions in Å:
Cd 0.46370 0.42271 -5.80958
C 0.03481 -4.78240 -6.15249
F -1.13201 -4.26895 -6.25874
F 0.46774 -4.77072 -4.89509
F -0.06660 -6.06315 -6.52123
S 1.30126 -3.88165 -7.35389
O 2.26639 -4.87436 -7.82540
O 0.47593 -3.22680 -8.36605
N 2.00070 -2.57941 -6.41322
S 3.42320 -3.10225 -5.89850
O 3.80635 -2.15596 -4.84425
O 3.74170 -4.52051 -5.56812
C 4.60654 -2.57954 -7.40737
F 5.82161 -3.06562 -7.16548
F 4.12618 -2.96631 -8.59071
F 4.59904 -1.25759 -7.46059
C -1.84605 2.84118 0.02309
C -0.48813 2.28613 0.39419
C -0.20322 2.39457 1.87159
C -0.87054 1.33205 2.74323
C -0.57883 -0.13250 2.33109
C -0.90638 -0.27436 0.79882
N -0.25826 0.84848 0.01147
O -0.04270 0.51219 -1.38461
C -2.42497 -0.47704 0.59910
C -0.32180 -1.66786 0.47814
C 0.54688 3.21874 -0.29385
H -2.05035 2.77986 -1.04584
H -2.01310 3.88811 0.27633
H -2.70943 2.35149 0.47351
H -0.67784 3.27833 2.29798
H 0.87416 2.36836 2.03484
H -1.93687 1.55550 2.77643
H -0.48720 1.54206 3.74175
H -1.25689 -0.69618 2.97188
H 0.45608 -0.36809 2.57917
H -2.58751 -0.87432 -0.40282
H -3.13555 0.32437 0.80138
H -2.70625 -1.29392 1.26369
H 0.76314 -1.72377 0.38939
H -0.78701 -2.19004 -0.35792
H -0.45754 -2.28263 1.36793
H 1.54748 2.81939 -0.45943
H 0.74907 4.17079 0.19688
H 0.13405 3.52045 -1.25647
O -6.18730 1.90298 4.20924
H -5.52392 1.77371 3.53142
H -6.47352 1.01836 4.43675
O 2.20456 -7.24759 -0.45975
H 2.30787 -7.90540 -1.14738
H 1.70531 -7.69261 0.22504
O -5.09937 7.29433 2.38534
H -5.96901 7.55646 2.08326
H -4.86553 6.55186 1.82830
O 6.74714 3.24307 0.59626
H 6.64527 3.04874 -0.33546
H 6.22110 2.57725 1.03920
O 1.53205 -1.00190 8.54276
H 1.99429 -0.96484 7.70539
H 0.61192 -0.86868 8.31506
O -0.55347 5.89814 7.00185
H -0.93840 6.05432 6.13949
H -1.11172 5.22791 7.39603
O -1.13844 3.36889 -5.85235
H -2.03019 3.66472 -5.66932
H -0.62591 4.17501 -5.91325
O 4.92864 -4.58474 -0.69400
H 4.19743 -5.19997 -0.63871
H 4.54999 -3.79629 -1.08287
O 3.06203 2.32026 -5.92943
H 3.55969 2.45595 -5.12311
H 3.57439 2.76409 -6.60525
O -2.51951 -0.92471 -5.85663
H -2.98071 -1.37810 -5.15097
H -3.13314 -0.93707 -6.59116
O 4.80294 -4.18696 3.09353
H 4.08860 -4.79479 3.28452
H 4.90074 -4.22294 2.14202
O 2.33310 -6.89511 4.70651
H 1.50691 -7.05388 4.24996
H 2.49860 -7.70367 5.19136
O -7.82809 -2.27930 -2.00244
H -7.27299 -1.58425 -2.35598
H -7.29628 -3.07179 -2.07570
O -1.32434 8.24053 3.36726
H -2.25993 8.07587 3.24978
H -0.98838 8.36045 2.47902
O 4.02025 -0.16215 0.86899
H 3.23073 -0.07381 0.33505
H 3.70181 -0.46155 1.72056
O -5.13552 0.77852 -3.11997
H -5.20166 1.68323 -3.42550
H -4.21916 0.67871 -2.86199
O 5.08715 -1.78277 6.32556
H 4.66391 -2.27596 5.62280
H 5.99007 -1.66903 6.02883
O -6.08983 4.42771 -4.20463
H -5.61815 5.20106 -4.51394
H -6.76358 4.77531 -3.62028
O -4.19966 -6.37175 3.39015
H -3.26707 -6.50145 3.56246
H -4.27148 -6.38494 2.43574
O 4.70118 4.03134 4.19762
H 5.10251 4.79442 3.78183
H 3.76182 4.21435 4.17930
O -2.12013 2.75642 8.84782
H -2.23805 1.80697 8.81838
H -1.24884 2.87847 9.22487

## Properties
- DFT total energy: -111125.280 eV
- Total charge: 0
- Relative energy (zero: lowest compared OMol25 entry of this formula, charge and spin): 164.7 kcal/mol